Entry 1:
C9H13FNSe3SiTeV as an isolated structure, computed with wB97M-V/def2-TZVPD.

Structure (XYZ):
```
30
Properties=species:S:1:pos:R:3
V -0.185 -0.328 0.983
Se 1.571 -1.360 -0.349
Se 2.219 0.349 1.098
Te 1.998 -0.672 3.420
Se -0.526 -0.579 3.394
C -1.823 -2.691 0.066
Si -2.924 -1.183 0.093
C -4.070 -1.352 1.554
C -3.857 -1.068 -1.507
N -1.819 0.190 0.297
C -2.244 1.523 0.145
C -3.573 1.944 0.191
C -3.916 3.277 0.010
C -2.940 4.233 -0.222
C -1.608 3.846 -0.271
C -1.302 2.520 -0.087
F 0.004 2.137 -0.125
H -2.477 -3.568 0.057
H -1.185 -2.803 0.950
H -1.195 -2.735 -0.824
H -4.617 -2.297 1.493
H -4.807 -0.553 1.627
H -3.493 -1.365 2.481
H -4.443 -1.981 -1.638
H -3.169 -0.984 -2.351
H -4.541 -0.221 -1.546
H -4.354 1.222 0.378
H -4.958 3.564 0.056
H -3.206 5.272 -0.361
H -0.806 4.550 -0.446
```

Summary:
2S+1: 3
highest occupied orbital energy (spin up / spin down): -7.62 / -7.83 eV
maximum force: 0.0174 hartree/bohr
<S²>: 2.033
energy relative to the best compared isomer or geometry (same formula, charge and spin): 0.00 kJ/mol

Per-atom natural (NBO) charges, elementary charge units: 0.773, -0.257, 0.013, 0.310, -0.465, -1.124, 1.771, -1.129, -1.132, -1.082, 0.066, -0.226, -0.206, -0.216, -0.278, 0.406, -0.329, 0.258, 0.250, 0.247, 0.242, 0.238, 0.247, 0.243, 0.248, 0.246, 0.213, 0.217, 0.219, 0.233

=====

Entry 2:
An isolated ion of composition C9H13N2 and charge +1, computed with wB97M-V/def2-TZVPD.

Structure (XYZ):
```
24
Properties=species:S:1:pos:R:3
C -0.278 1.124 -1.416
C 1.468 -0.444 -0.912
C -0.690 0.264 -0.382
C 2.779 -0.300 -0.127
C -2.017 0.442 0.141
C 1.008 0.820 -1.754
C 3.155 -0.812 1.179
C -2.851 1.611 -0.379
C -0.084 -1.941 0.504
N -2.445 -0.503 0.866
N 0.212 -0.698 -0.180
H 1.805 -1.130 -1.629
H 1.668 1.269 -2.483
H -0.721 1.920 -1.979
H 4.197 -1.206 1.078
H 2.501 -1.575 1.577
H 3.311 0.185 1.791
H -3.603 1.735 0.307
H -2.357 2.494 -0.467
H -3.452 1.447 -1.214
H -0.595 -2.535 -0.131
H -0.784 -1.590 1.349
H 0.773 -2.400 0.736
H -3.306 -0.595 1.356
```

Summary:
2S+1: 1
highest occupied orbital energy (spin up / spin down): -11.96 / -11.96 eV
charge: +1
maximum force: 0.1060 hartree/bohr
energy relative to the best compared isomer or geometry (same formula, charge and spin): 629.61 kJ/mol

Per-atom natural (NBO) charges, elementary charge units: -0.309, -0.285, 0.306, 0.214, 0.250, 0.016, -0.804, -0.682, -0.413, -0.553, -0.233, 0.311, 0.255, 0.271, 0.299, 0.204, 0.329, 0.245, 0.230, 0.256, 0.220, 0.277, 0.205, 0.392

=====

Entry 3:
An isolated ion of composition C9H13N2 and charge +1, computed with wB97M-V/def2-TZVPD.

Structure (XYZ):
```
24
Properties=species:S:1:pos:R:3
C -0.218 0.821 2.407
C -0.497 0.140 1.141
C -1.707 -0.070 0.684
C -2.035 -0.666 -0.613
C -1.679 0.066 -1.717
C -1.104 1.307 -1.495
C 0.058 1.414 -0.826
N 1.142 0.409 -1.103
C 1.316 -0.584 -0.285
C 2.417 -1.631 -0.569
N 0.586 -0.619 0.738
H -1.118 1.321 2.965
H 0.602 1.572 2.216
H 0.228 0.162 3.196
H -2.473 0.428 1.292
H -2.600 -1.574 -0.673
H -2.035 -0.182 -2.661
H -1.608 2.212 -1.590
H 0.487 2.394 -0.438
H 1.351 0.358 -2.091
H 1.935 -2.478 -1.170
H 2.939 -2.152 0.351
H 3.154 -1.262 -1.151
H 0.860 -1.385 1.393
```

Summary:
2S+1: 1
highest occupied orbital energy: -12.76 eV
charge: +1
maximum force: 0.0941 hartree/bohr
energy relative to the best compared isomer or geometry (same formula, charge and spin): 296.87 kJ/mol

Per-atom natural (NBO) charges, elementary charge units: -0.653, 0.113, -0.165, -0.185, -0.216, -0.210, -0.061, -0.571, 0.581, -0.672, -0.531, 0.256, 0.229, 0.233, 0.239, 0.247, 0.239, 0.242, 0.241, 0.438, 0.265, 0.265, 0.245, 0.429

=====

Entry 4:
A 2-piece molecular cluster, C9H13N2PS2 overall, computed with wB97M-V/def2-TZVPD.

Structure (XYZ):
```
27
Properties=species:S:1:pos:R:3
C -2.847 -3.464 0.153
C -3.836 -2.484 0.011
C -1.577 -3.104 -0.220
C -3.493 -1.190 -0.241
C -1.219 -1.812 -0.686
C -2.205 -0.857 -0.536
C 3.532 1.858 1.093
C 1.450 3.161 0.805
C 2.286 1.896 0.369
N -0.023 -1.561 -1.301
N 1.627 0.634 0.657
P 0.285 0.073 -1.432
S 1.582 0.460 -2.811
S -1.640 0.794 -1.101
H -3.312 -4.408 0.366
H -4.922 -2.598 0.137
H -0.698 -3.788 -0.324
H -4.228 -0.329 -0.385
H 3.922 0.805 1.024
H 4.265 2.638 0.665
H 3.303 2.098 2.161
H 1.089 3.278 1.779
H 0.625 3.169 0.094
H 2.213 4.122 0.649
H 2.303 2.018 -0.762
H 0.656 -2.139 -1.551
H 0.863 0.729 1.385
```

Summary:
2S+1: 1
highest occupied orbital energy (spin up / spin down): -7.97 / -7.98 eV
maximum force: 0.1237 hartree/bohr
energy relative to the best compared isomer or geometry (same formula, charge and spin): 276.38 kJ/mol

Per-atom natural (NBO) charges, elementary charge units: -0.212, -0.220, -0.208, -0.221, 0.123, -0.146, -0.614, -0.611, -0.120, -0.887, -0.754, 1.173, -0.458, 0.034, 0.235, 0.224, 0.214, 0.229, 0.230, 0.210, 0.203, 0.200, 0.200, 0.194, 0.214, 0.428, 0.340

=====

Entry 5:
One molecule with the formula C9H13N3, computed with wB97M-V/def2-TZVPD.

Structure (XYZ):
```
25
Properties=species:S:1:pos:R:3
C -1.742 -0.248 -0.379
C -0.950 -1.548 -0.666
C 0.542 -1.195 -0.711
C 0.403 0.000 -1.590
C -0.783 0.816 -0.916
C 0.011 1.563 0.141
C -0.008 1.057 1.596
C 0.500 -0.316 1.686
C 1.356 -0.723 0.482
N 2.085 0.489 -0.071
N 1.602 0.874 -1.439
N 1.429 1.657 -0.322
H -2.708 -0.243 -0.828
H -1.938 -0.277 0.649
H -1.164 -2.430 -0.072
H -1.152 -1.716 -1.758
H 1.107 -2.003 -1.138
H 0.325 -0.325 -2.556
H -1.292 1.481 -1.600
H -0.307 2.673 0.028
H -0.874 1.247 2.173
H 0.626 1.922 1.993
H 1.169 -0.405 2.593
H -0.290 -0.988 1.841
H 2.054 -1.362 0.865
```

Summary:
2S+1: 1
highest occupied orbital energy: -8.26 eV
maximum force: 0.0899 hartree/bohr
energy relative to the best compared isomer or geometry (same formula, charge and spin): 359.48 kJ/mol

Per-atom natural (NBO) charges, elementary charge units: -0.415, -0.386, -0.252, -0.086, -0.247, -0.085, -0.440, -0.425, -0.073, -0.160, -0.127, -0.135, 0.215, 0.204, 0.214, 0.204, 0.226, 0.215, 0.228, 0.224, 0.227, 0.229, 0.219, 0.212, 0.215

=====

Entry 6:
A 2-piece molecular cluster, C9H13N3 overall, computed with wB97M-V/def2-TZVPD.

Structure (XYZ):
```
25
Properties=species:S:1:pos:R:3
C -2.465 1.108 -0.769
C 1.780 -0.358 0.621
C -3.211 1.844 -0.207
C 1.540 -1.353 -0.256
C 1.315 0.904 -0.108
C 0.186 -1.471 -2.199
C 2.281 -0.301 2.018
C -4.192 2.633 0.581
C 1.768 -2.786 -0.083
N 1.420 2.077 0.289
N 0.690 0.519 -1.244
N 0.767 -0.746 -1.328
H -1.968 0.364 -1.350
H 0.378 -2.535 -2.246
H -0.624 -0.933 -2.678
H 2.505 -1.293 2.286
H 1.486 -0.109 2.707
H 3.009 0.498 2.149
H -4.052 2.451 1.720
H -5.208 2.416 0.133
H -3.951 3.678 0.362
H 0.848 -3.351 -0.041
H 2.285 -2.823 0.822
H 2.439 -3.162 -0.791
H 0.975 2.731 -0.389
```

Summary:
2S+1: 1
highest occupied orbital energy (spin up / spin down): -7.91 / -7.91 eV
maximum force: 0.0531 hartree/bohr
energy relative to the best compared isomer or geometry (same formula, charge and spin): 398.62 kJ/mol

Per-atom natural (NBO) charges, elementary charge units: -0.263, 0.004, 0.002, 0.118, 0.357, -0.209, -0.649, -0.695, -0.655, -0.663, -0.413, -0.040, 0.228, 0.205, 0.209, 0.211, 0.239, 0.254, 0.244, 0.241, 0.236, 0.227, 0.233, 0.227, 0.352

=====

Entry 7:
C9H13N3O8S2Zn as an isolated structure, computed with wB97M-V/def2-TZVPD.

Structure (XYZ):
```
36
Properties=species:S:1:pos:R:3
Zn -0.719 0.199 -1.363
O 2.112 -1.113 1.355
C 1.145 -2.091 1.673
C 0.327 -1.736 2.917
N -0.651 -0.675 2.832
C -0.207 0.694 2.677
C -0.269 1.297 1.259
O -0.952 2.301 1.085
O 0.397 0.666 0.354
C -1.966 -1.023 2.332
C -2.030 -1.525 0.870
O -2.068 -2.752 0.691
O -2.033 -0.625 -0.025
H 1.607 -0.401 0.891
H 1.681 -3.026 1.885
H 0.483 -2.275 0.824
H 1.045 -1.475 3.708
H -0.206 -2.640 3.238
H 0.830 0.743 3.021
H -0.817 1.349 3.309
H -2.599 -0.136 2.419
H -2.371 -1.822 2.965
N 1.452 -2.758 -3.349
C 0.544 -3.618 -2.755
C -0.122 -2.875 -1.834
N 0.368 -1.587 -1.858
C 1.285 -1.544 -2.788
H 1.984 -2.933 -4.180
H 0.456 -4.649 -3.047
H -0.907 -3.146 -1.142
H 1.781 -0.647 -3.120
O -0.299 -0.366 -4.825
S -1.023 0.701 -4.132
O -1.912 0.125 -3.057
O -1.760 1.578 -5.026
S 0.317 1.766 -2.979
```

Summary:
2S+1: 1
highest occupied orbital energy: -1.86 eV
charge: -2
maximum force: 0.0079 hartree/bohr
energy relative to the best compared isomer or geometry (same formula, charge and spin): 4.47 kJ/mol

Per-atom natural (NBO) charges, elementary charge units: 1.686, -0.786, -0.085, -0.222, -0.454, -0.320, 0.782, -0.690, -0.902, -0.314, 0.779, -0.749, -0.876, 0.513, 0.142, 0.190, 0.169, 0.185, 0.202, 0.181, 0.202, 0.175, -0.527, -0.142, -0.075, -0.609, 0.240, 0.406, 0.197, 0.267, 0.243, -1.050, 2.225, -1.124, -1.016, -0.846

=====

Entry 8:
An isolated ion of composition C9H13N4OS and charge +1, computed with wB97M-V/def2-TZVPD.

Structure (XYZ):
```
28
Properties=species:S:1:pos:R:3
C 4.003 -0.489 1.588
C 2.945 0.418 1.547
C -1.066 -1.586 0.379
C 0.104 -1.065 -0.101
C 3.469 -0.328 -0.479
C -1.305 0.646 0.237
C 3.336 -0.570 -1.920
C -1.768 1.999 0.112
C -3.296 -0.544 0.958
N 4.260 -0.941 0.297
N 2.615 0.547 0.207
N -1.876 -0.482 0.616
N -0.065 0.241 -0.187
O 1.082 2.605 0.505
S 1.327 1.575 -0.430
H 4.617 -0.905 2.431
H 2.533 1.070 2.316
H -1.249 -2.648 0.458
H 0.967 -1.306 -0.535
H 2.693 -1.436 -1.983
H 2.906 0.165 -2.628
H 4.186 -0.842 -2.499
H -2.753 2.103 -0.445
H -1.949 2.447 1.155
H -1.077 2.717 -0.351
H -3.911 -0.801 0.128
H -3.525 -1.235 1.881
H -3.383 0.433 1.438
```

Summary:
2S+1: 1
highest occupied orbital energy: -12.17 eV
charge: +1
maximum force: 0.0912 hartree/bohr
energy relative to the best compared isomer or geometry (same formula, charge and spin): 241.87 kJ/mol

Per-atom natural (NBO) charges, elementary charge units: -0.054, -0.133, -0.060, -0.033, 0.366, 0.423, -0.692, -0.714, -0.423, -0.412, -0.607, -0.276, -0.483, -0.844, 1.666, 0.246, 0.248, 0.268, 0.233, 0.226, 0.236, 0.275, 0.273, 0.274, 0.277, 0.240, 0.251, 0.229

=====

Entry 9:
A 2-piece molecular cluster, C9H13NO overall, computed with wB97M-V/def2-TZVPD.

Structure (XYZ):
```
24
Properties=species:S:1:pos:R:3
C 4.674 -0.990 -0.577
N 4.011 0.300 -0.321
C 2.786 0.212 0.058
C 2.205 1.341 0.722
O 2.107 -0.829 -0.126
H 3.640 -1.506 -1.050
H 5.209 -0.868 -1.476
H 5.082 -1.560 0.281
H 4.693 0.861 0.423
H 2.623 2.319 0.677
H 2.313 1.212 1.911
H 0.966 1.471 0.511
C -2.303 -0.648 1.041
C -1.902 0.581 0.559
C -2.631 1.230 -0.506
C -3.753 0.601 -0.929
C -4.200 -0.669 -0.581
C -3.480 -1.148 0.516
H -1.873 -1.121 1.966
H -0.858 0.712 0.819
H -2.230 2.070 -0.955
H -4.243 1.196 -1.651
H -5.023 -1.168 -0.974
H -3.605 -2.150 0.960
```

Summary:
2S+1: 1
highest occupied orbital energy: -9.10 eV
maximum force: 0.1667 hartree/bohr
energy relative to the best compared isomer or geometry (same formula, charge and spin): 363.83 kJ/mol

Per-atom natural (NBO) charges, elementary charge units: -0.481, -0.580, 0.609, -0.694, -0.630, 0.264, 0.208, 0.211, 0.380, 0.228, 0.241, 0.245, -0.224, -0.194, -0.226, -0.198, -0.224, -0.195, 0.220, 0.206, 0.212, 0.201, 0.222, 0.201